ORCA calculation (ωB97M-V/def2-TZVPD) on a 2-piece molecular cluster, CHCl2NO3S overall at a distorted geometry.

Properties
ΔE to the lowest compared entry with this formula, charge and spin in eV: 4.356
Kohn-Sham gap in eV: 9.91
SMILES: O=[SH](=O)Cl.[O-][N+]#CCl
Molecular weight in g mol⁻¹: 178.00

Atoms and positions in Å:
1 O 0.00 0.99 -0.55
2 S 1.18 0.46 0.07
3 O 1.21 0.42 1.47
4 Cl 2.80 1.78 -0.29
5 H 1.89 -0.62 -0.59
6 O -0.16 -1.61 0.22
7 N -1.32 -1.23 0.19
8 C -2.11 -0.47 -0.24
9 Cl -3.50 0.29 -0.27